{
  "formula": "C7H8BNO2",
  "method": "wB97M-V/def2-TZVPD",
  "e_homo_ev": [-7.9, -7.9],
  "smiles": "C=CC(=BO)/C(C=C)=C\\N=O",
  "homo_lumo_gap_ev": [7.354, 7.357],
  "relative_energy_kcal_mol": 183.0,
  "elements": ["B", "C", "C", "C", "C", "C", "C", "C", "N", "O", "O", "H", "H", "H", "H", "H", "H", "H", "H"],
  "xyz": [[-0.6024, -1.2615, 1.8267], [-1.6386, -0.3693, -0.8383], [0.0729, -0.3973, 0.8303], [-0.2676, -0.1922, -0.5043], [1.8400, 1.3929, 1.0151], [0.3803, 0.7356, -2.7131], [1.3478, 0.1885, 1.3142], [0.6694, 0.2307, -1.4884], [-2.7067, -0.3186, -0.1007], [-2.8071, -0.7563, 1.0897], [-0.8807, -2.2167, 2.6000], [-2.0552, -0.1225, -1.9352], [2.8239, 1.7487, 1.1466], [1.2459, 2.1931, 0.4439], [1.1694, 0.9582, -3.3878], [-0.6171, 0.7349, -3.2173], [1.9793, -0.4601, 1.8757], [1.8176, 0.3168, -1.0691], [-1.7711, -2.4047, 3.1118]],
  "forces_ev_per_angstrom": [[-1.9, 2.2, -3.1], [-0.3, 1.1, -4.0], [1.6, 0.1, 1.6], [-2.8, -1.2, 1.2], [-2.2, 1.3, -1.5], [-0.8, -1.4, 0.5], [0.3, 0.6, -0.2], [3.2, 1.9, -0.8], [-2.1, -0.5, 1.2], [2.4, 0.1, 0.1], [-2.3, -2.3, 3.2], [1.7, -0.6, 2.3], [1.1, -0.1, 0.8], [0.5, -1.6, 0.8], [0.7, 0.4, -0.3], [0.8, 0.2, 1.0], [0.5, -0.5, 0.5], [-3.1, -0.5, -1.5], [2.6, 1.0, -1.8]],
  "lowdin_charge": [-0.167, -0.147, -0.104, -0.222, 0.002, 0.039, -0.173, -0.140, -0.099, -0.111, 0.249, 0.142, 0.042, 0.106, 0.039, 0.069, 0.096, 0.157, 0.222]
}

{
  "formula": "C17H14BrFN6O3",
  "method": "wB97M-V/def2-TZVPD",
  "e_homo_ev": -8.7,
  "homo_lumo_gap_ev": 9.052,
  "relative_energy_kcal_mol": 57.7,
  "elements": ["O", "O", "F", "Br", "N", "N", "N", "O", "C", "C", "C", "C", "C", "C", "C", "C", "C", "C", "C", "C", "C", "N", "N", "N", "C", "C", "C", "C", "H", "H", "H", "H", "H", "H", "H", "H", "H", "H", "H", "H", "H", "H"],
  "xyz": [[0.1050, 2.5439, -0.8633], [-1.9731, -4.0130, -0.3482], [1.2013, -3.7123, 2.9608], [-1.6908, 2.3352, 4.9426], [2.2214, 1.3819, -4.7285], [-0.0626, 0.6806, -4.2679], [-0.6838, -0.9478, -0.0780], [-2.6348, -1.8670, -0.7351], [-0.0519, 2.0259, -1.9773], [-1.8501, -2.8586, -0.2330], [2.9442, 2.1314, -4.0067], [-1.0725, 0.4878, -3.4287], [-1.8250, -0.7639, -0.6827], [1.0064, 1.4655, -4.0265], [1.0538, 2.2198, -2.8848], [-2.0175, -0.2787, 4.0225], [0.2798, 0.3809, 3.9352], [-1.6479, -1.4518, 3.4718], [0.5882, -0.8798, 3.3626], [-1.0465, 0.6758, 4.3207], [-0.3480, -1.8973, 3.1701], [2.3518, 2.7638, -2.9874], [-1.0098, 1.1120, -2.1904], [-0.6460, -2.2712, 0.1183], [3.0997, 3.4726, -2.0232], [-1.9594, 0.5782, -1.2155], [0.4181, -2.8818, 0.9214], [0.0872, -3.1603, 2.4112], [4.0592, 2.2396, -4.1224], [-2.0094, -0.0591, -3.6812], [-3.1110, -0.1217, 4.0922], [0.8975, 1.2661, 4.1140], [-2.4524, -2.2402, 3.2134], [1.5661, -1.0357, 2.9577], [3.3237, 2.7857, -1.1941], [4.0528, 3.8509, -2.4087], [2.5766, 4.3462, -1.7358], [-2.0482, 1.2314, -0.3298], [-2.9796, 0.5818, -1.6871], [0.6555, -3.8475, 0.3990], [1.3447, -2.2791, 0.9588], [-0.7124, -3.9901, 2.4642]],
  "forces_ev_per_angstrom": [[-1.1, 0.2, 0.3], [-1.8, -3.1, 0.3], [0.9, 0.0, 0.3], [0.5, 0.1, 0.1], [-2.6, -1.0, -0.2], [-3.5, -1.9, -0.6], [-1.4, 0.1, -1.2], [0.1, 1.2, -0.5], [3.5, 2.3, 4.1], [2.9, 0.8, -0.5], [3.3, 1.1, -0.1], [3.2, 1.6, -1.8], [3.7, 0.1, 1.6], [-0.2, -1.5, 0.1], [0.1, -0.6, -3.1], [-1.1, 1.0, 0.2], [-1.4, 0.6, 0.7], [-1.0, -5.0, -1.5], [0.2, 0.8, 0.2], [0.0, -1.3, -1.1], [0.3, 2.0, -0.1], [-1.2, -0.3, 1.2], [-1.8, -2.5, -1.8], [0.4, -0.2, 2.0], [1.2, -0.1, 1.1], [-3.7, 2.2, 0.0], [0.3, -1.1, -0.4], [-2.9, -0.7, -0.3], [-1.4, 0.2, -0.1], [1.1, 0.2, 0.1], [0.9, 0.3, 0.4], [0.8, -0.9, -0.5], [1.0, 1.5, 0.5], [0.7, 0.0, 0.2], [-0.1, 0.6, 0.2], [-0.2, -0.4, -0.4], [-0.7, 0.7, 0.8], [0.4, 0.1, -0.7], [0.8, 0.5, 0.2], [-0.1, 0.7, 0.7], [-0.7, 0.1, -0.6], [0.8, 1.4, 0.0]],
  "lowdin_charge": [0.033, 0.166, 0.018, 0.749, 0.160, 0.137, 0.211, 0.194, -0.373, -0.514, -0.204, -0.071, -0.288, -0.299, -0.035, -0.169, -0.071, -0.074, -0.023, -0.692, -0.153, -0.064, 0.024, -0.036, -0.032, -0.073, -0.047, -0.293, 0.157, 0.149, 0.116, 0.102, 0.144, 0.106, 0.110, 0.096, 0.085, 0.149, 0.151, 0.148, 0.136, 0.173]
}

{
  "formula": "C7H5FN3",
  "method": "wB97M-V/def2-TZVPD",
  "e_homo_ev": [-13.7, -13.7],
  "smiles": "C#[N+]C1=C(/C=C/F)C(=C)N=N1",
  "homo_lumo_gap_ev": [7.585, 7.586],
  "total_charge": 1,
  "relative_energy_kcal_mol": 54.0,
  "elements": ["C", "C", "C", "C", "C", "C", "C", "N", "N", "N", "F", "H", "H", "H", "H", "H"],
  "xyz": [[-0.2299, 1.1762, -0.3870], [2.8088, -0.3866, -0.8862], [-0.2970, -0.1495, 0.1107], [-1.4292, -0.8927, 0.6863], [0.7031, -1.1221, 0.0810], [-2.6604, -0.4815, 1.0274], [0.9203, 1.8330, -0.6312], [-0.9713, -2.1969, 0.9187], [0.2087, -2.3292, 0.5889], [1.9061, -0.9356, -0.4060], [0.8788, 3.0343, -1.1645], [-1.1599, 1.6801, -0.6162], [3.7404, -0.1381, -1.3274], [-3.3511, -1.1876, 1.4625], [-2.9943, 0.5349, 0.8955], [1.9270, 1.5613, -0.3526]],
  "forces_ev_per_angstrom": [[0.3, 0.5, -0.3], [-1.2, -2.2, 0.7], [0.8, -0.8, 0.1], [0.4, 1.0, -0.3], [-3.2, 0.8, 0.9], [0.5, -0.2, -0.1], [-0.8, 0.2, 0.2], [-1.3, -0.7, 0.6], [1.6, -1.0, -0.3], [2.6, 1.5, -1.3], [0.0, 0.1, 0.0], [0.0, 0.1, -0.1], [0.5, 0.5, -0.2], [0.0, -0.1, 0.1], [0.0, 0.1, -0.1], [-0.1, 0.0, 0.0]],
  "lowdin_charge": [0.026, 0.320, -0.057, -0.254, -0.245, 0.241, -0.096, 0.076, 0.104, 0.203, 0.101, 0.138, 0.141, 0.102, 0.095, 0.105]
}

{
  "formula": "C6H9NO",
  "method": "wB97M-V/def2-TZVPD",
  "e_homo_ev": -8.8,
  "smiles": "C[C@H]1CN1/C=C/C=O",
  "homo_lumo_gap_ev": 9.314,
  "relative_energy_kcal_mol": 53.5,
  "elements": ["C", "C", "C", "C", "C", "C", "H", "H", "H", "H", "H", "H", "H", "H", "H", "N", "O"],
  "xyz": [[-0.0321, 1.9826, 1.6740], [-0.3839, 0.6499, 1.1042], [-1.6926, 0.3957, 0.5061], [-0.0520, -0.6033, -1.0654], [1.1885, -1.0873, -1.0101], [1.4844, -2.1879, -1.9586], [1.0628, 2.0992, 1.8470], [-0.3834, 2.7225, 0.8972], [-0.6388, 2.1398, 2.6265], [0.0407, -0.2243, 1.5438], [-2.4017, 1.2119, 0.3707], [-2.0571, -0.5549, 0.6749], [-0.7675, -1.0276, -1.7861], [2.0128, -0.7429, -0.4304], [2.5242, -2.5556, -2.0183], [-0.4869, 0.4817, -0.3428], [0.5823, -2.6997, -2.6327]],
  "forces_ev_per_angstrom": [[-0.6, 1.0, 0.0], [0.8, -0.2, -0.4], [0.4, 1.8, -1.1], [-0.2, 0.5, 0.4], [0.5, -1.3, -1.3], [-2.0, -0.3, -0.4], [-0.9, 0.0, 0.0], [0.5, -0.4, 1.0], [1.0, -0.1, -1.1], [0.4, -0.4, 0.7], [0.1, -0.2, 0.1], [-1.1, -1.8, 0.1], [0.4, 0.2, 0.4], [0.2, 0.5, 0.6], [-0.1, 0.0, -0.1], [-1.1, 0.5, 0.4], [1.7, 0.3, 0.6]],
  "lowdin_charge": [-0.056, -0.348, -0.070, -0.114, -0.060, -0.262, 0.082, 0.097, 0.100, 0.134, 0.119, 0.090, 0.142, 0.091, 0.110, -0.034, -0.021]
}

{
  "formula": "C29H29HfN4OS3",
  "method": "wB97M-V/def2-TZVPD",
  "e_homo_ev": [-1.4, -0.9],
  "homo_lumo_gap_ev": [3.397, 2.400],
  "total_charge": -1,
  "relative_energy_kcal_mol": 86.8,
  "elements": ["Hf", "C", "C", "N", "N", "C", "S", "S", "C", "C", "C", "C", "C", "C", "C", "C", "C", "C", "C", "C", "C", "O", "H", "H", "H", "H", "H", "H", "H", "H", "H", "H", "H", "H", "H", "H", "S", "C", "C", "C", "C", "C", "C", "C", "C", "C", "N", "H", "H", "H", "H", "H", "H", "C", "C", "C", "C", "N", "H", "H", "H", "H", "H", "H", "H", "H", "H"],
  "xyz": [[0.3589, 0.4024, -0.2542], [-0.1217, -4.0171, -0.3202], [0.1678, -2.6248, 0.1791], [0.0186, -1.5470, -0.7009], [-0.2686, -1.8571, -1.9877], [-0.5189, -0.9303, -2.8580], [-0.5368, 0.7928, -2.5910], [-0.9734, -1.5260, -4.4622], [-2.8062, -1.5245, -4.2177], [-3.2300, -2.6487, -3.3304], [-3.4636, -2.4449, -1.9745], [-3.8080, -3.5058, -1.1489], [-3.9236, -4.7857, -1.6677], [-3.6848, -5.0016, -3.0195], [-3.3375, -3.9423, -3.8395], [0.6083, -2.4376, 1.5089], [0.9568, -3.5736, 2.3028], [1.3778, -3.4813, 3.6125], [1.4963, -2.2387, 4.2287], [1.1539, -1.1062, 3.4969], [0.7121, -1.1634, 2.1814], [0.3274, 0.0016, 1.5960], [-0.6828, -3.9660, -1.2488], [-0.7103, -4.5745, 0.4152], [0.7981, -4.5846, -0.5215], [-3.2365, -1.6045, -5.2165], [-3.0436, -0.5506, -3.7916], [-3.3573, -1.4494, -1.5587], [-3.9746, -3.3345, -0.0926], [-4.1885, -5.6143, -1.0227], [-3.7609, -6.0010, -3.4310], [-3.1299, -4.1092, -4.8907], [0.9081, -4.5544, 1.8502], [1.6160, -4.3862, 4.1614], [1.8415, -2.1494, 5.2520], [1.2114, -0.1237, 3.9569], [3.6807, 3.3637, -0.8498], [4.2077, 2.0648, -1.8471], [3.4260, 0.9648, -1.7202], [2.3657, 1.1006, -0.7654], [2.3695, 2.3487, -0.2171], [0.1640, 3.2036, 0.2111], [-0.0879, 4.4742, -0.2579], [-1.3276, 4.7706, -0.8169], [-2.2697, 3.7492, -0.8998], [-1.9615, 2.5081, -0.3994], [-0.7756, 2.2131, 0.1866], [5.0841, 2.2046, -2.4620], [3.6002, 0.0614, -2.2886], [0.6875, 5.2247, -0.2025], [-1.5438, 5.7642, -1.1837], [-3.2353, 3.9204, -1.3544], [-2.6795, 1.7013, -0.4206], [0.6453, 3.1262, 3.0162], [1.8562, 3.2327, 2.0850], [2.3956, 4.6705, 2.1066], [2.9385, 2.2625, 2.5694], [1.4212, 2.7898, 0.7387], [0.9399, 3.3596, 4.0397], [0.2465, 2.1115, 2.9762], [-0.1422, 3.8216, 2.7154], [2.7861, 4.8939, 3.1007], [1.6052, 5.3900, 1.8839], [3.2029, 4.7983, 1.3857], [3.1528, 2.4442, 3.6234], [3.8601, 2.3882, 2.0012], [2.5919, 1.2353, 2.4501]],
  "forces_ev_per_angstrom": [[0.5, 0.5, -0.5], [0.1, 0.4, 0.0], [0.1, -0.8, 1.0], [-0.5, -0.1, -1.1], [0.1, -0.3, 0.0], [0.0, -0.5, -0.3], [-0.3, 0.0, -0.4], [-0.3, 0.1, 0.0], [0.5, 0.0, -0.1], [-0.1, -0.1, 0.0], [0.0, 0.0, 0.0], [0.0, 0.0, 0.1], [0.0, 0.0, 0.0], [0.0, 0.0, 0.0], [0.0, 0.1, 0.0], [-0.4, 0.3, -1.0], [0.1, -0.2, 0.3], [-0.1, 0.1, -0.2], [0.1, -0.1, 0.3], [-0.2, 0.2, -0.4], [0.3, -0.8, 1.5], [0.4, -0.7, 1.4], [0.0, -0.1, 0.0], [0.0, -0.1, 0.0], [0.0, -0.1, 0.0], [-0.1, 0.0, 0.0], [-0.1, 0.0, 0.0], [0.0, 0.0, 0.0], [0.0, 0.0, 0.0], [0.0, 0.0, 0.0], [0.0, 0.0, 0.0], [0.0, 0.0, 0.0], [0.0, 0.0, 0.0], [0.0, 0.0, 0.0], [0.0, 0.0, 0.0], [0.0, 0.0, 0.0], [-0.4, -0.2, 0.1], [0.1, 0.2, 0.0], [0.0, 0.0, 0.0], [0.7, 0.2, -0.3], [0.7, 0.2, -0.2], [0.0, -0.4, 0.5], [-0.2, 0.4, -0.2], [0.3, -0.3, 0.2], [-0.2, 0.3, 0.1], [0.1, -0.1, 0.6], [-0.9, 2.1, -0.8], [0.0, -0.1, 0.0], [0.0, 0.0, 0.0], [0.1, -0.1, 0.0], [0.0, 0.0, -0.1], [0.0, -0.1, 0.0], [0.0, 0.0, -0.1], [0.0, -0.1, -0.2], [-0.1, -0.1, 0.4], [-0.1, -0.1, -0.2], [-0.1, 0.0, -0.2], [-0.2, 0.1, -0.3], [0.0, 0.0, 0.0], [0.0, 0.0, 0.1], [0.0, 0.0, 0.1], [0.0, 0.0, 0.0], [0.0, 0.0, 0.0], [0.0, 0.0, 0.0], [0.0, 0.0, 0.0], [0.0, 0.0, 0.0], [0.0, 0.0, 0.0]],
  "lowdin_charge": [1.391, -0.089, -0.306, -0.226, -0.094, -1.165, 0.529, 0.809, -0.431, -0.311, -0.052, -0.089, -0.107, -0.097, -0.061, -0.162, -0.079, -0.154, -0.164, -0.079, -0.322, -0.268, 0.044, 0.064, 0.071, 0.068, 0.059, 0.109, 0.103, 0.094, 0.094, 0.108, 0.077, 0.083, 0.070, 0.092, 0.975, -0.439, -0.204, -0.284, -0.599, -0.297, 0.009, -0.041, -0.065, -0.166, -0.029, 0.054, 0.098, 0.113, 0.105, 0.107, 0.108, -0.030, -0.554, -0.044, -0.023, -0.087, 0.088, 0.075, 0.081, 0.085, 0.070, 0.042, 0.089, 0.077, 0.077]
}

{
  "formula": "C21H30DyN4O3S3",
  "method": "wB97M-V/def2-TZVPD",
  "e_homo_ev": [-16.5, -16.5],
  "spin_multiplicity": 6,
  "s2": 9.334,
  "homo_lumo_gap_ev": [7.648, 7.635],
  "total_charge": 3,
  "elements": ["Dy", "C", "C", "S", "C", "C", "S", "C", "C", "S", "H", "H", "H", "H", "H", "H", "H", "H", "H", "H", "H", "H", "C", "C", "O", "N", "C", "C", "C", "C", "C", "C", "N", "H", "H", "H", "H", "H", "H", "H", "H", "H", "H", "O", "C", "N", "C", "O", "C", "C", "C", "C", "N", "C", "H", "H", "H", "H", "H", "H", "H", "H"],
  "xyz": [[-0.0548, 0.4639, 0.5883], [1.6725, -0.7914, 3.8244], [0.5717, 0.1847, 4.2080], [0.3156, 1.6486, 3.1741], [1.8711, 2.5749, 3.1557], [3.0455, 1.9976, 2.3753], [2.6234, 1.5255, 0.6750], [3.5034, -0.0389, 0.4237], [3.3248, -1.1093, 1.4996], [1.6226, -1.3755, 2.0952], [1.5957, -1.6686, 4.4672], [2.6604, -0.3716, 3.9969], [0.7324, 0.5235, 5.2336], [-0.4044, -0.3053, 4.2065], [2.1658, 2.7532, 4.1918], [1.5890, 3.5532, 2.7602], [3.4662, 1.1306, 2.8748], [3.8360, 2.7468, 2.3228], [4.5665, 0.1708, 0.2945], [3.1543, -0.3921, -0.5503], [3.9377, -0.9117, 2.3777], [3.6764, -2.0617, 1.1024], [-3.2799, -2.3338, 2.2105], [-2.8480, -1.2828, 1.2513], [-1.6250, -0.9242, 1.2029], [-3.7164, -0.6940, 0.4573], [-3.3559, 0.3200, -0.5341], [-3.1327, 1.7101, 0.0225], [-4.1865, 2.6022, 0.0919], [-3.9686, 3.8958, 0.5476], [-2.6857, 4.2718, 0.9097], [-1.6823, 3.3272, 0.8211], [-1.8839, 2.0686, 0.3979], [-2.4944, -3.0807, 2.2993], [-4.2144, -2.8045, 1.9131], [-3.4222, -1.8659, 3.1879], [-4.6751, -1.0136, 0.4937], [-4.1721, 0.3543, -1.2531], [-2.4823, -0.0289, -1.0930], [-5.1733, 2.2916, -0.2259], [-4.7876, 4.6009, 0.6041], [-2.4612, 5.2721, 1.2514], [-0.6673, 3.5922, 1.1007], [1.6595, -5.2038, -3.1905], [1.5343, -4.5262, -4.4243], [0.9366, -3.2512, -4.0936], [1.4860, -2.0631, -4.4251], [2.4113, -1.8889, -5.1822], [0.8608, -0.8470, -3.7740], [0.6728, 0.3159, -4.5151], [0.2158, 1.4642, -3.8859], [0.0185, 1.4332, -2.5184], [0.2403, 0.3255, -1.7855], [0.6312, -0.8015, -2.4132], [1.8720, -6.1293, -3.3581], [0.8954, -5.0788, -5.1158], [2.4962, -4.3209, -4.8939], [0.0669, -3.2772, -3.5874], [0.9036, 0.3076, -5.5737], [0.0415, 2.3776, -4.4367], [-0.3043, 2.3199, -1.9828], [0.8047, -1.6813, -1.7986]],
  "forces_ev_per_angstrom": [[-0.3, -0.1, 0.1], [0.1, 0.1, 0.1], [0.0, -0.1, 0.2], [-0.1, 0.0, -0.1], [0.1, 0.1, 0.0], [0.0, 0.0, 0.1], [-0.1, 0.1, -0.2], [0.1, -0.1, 0.0], [0.1, 0.0, 0.0], [-0.1, -0.1, -0.1], [0.0, 0.0, 0.0], [0.0, 0.0, 0.0], [0.0, 0.0, 0.0], [0.0, 0.0, 0.0], [0.0, 0.0, 0.0], [0.0, 0.0, 0.0], [0.0, 0.0, 0.0], [0.0, 0.0, 0.0], [0.0, 0.0, 0.0], [0.0, 0.0, 0.0], [0.0, 0.0, 0.0], [0.0, 0.0, 0.0], [-0.1, 0.1, -0.1], [0.2, 0.1, 0.0], [0.1, 0.1, -0.1], [-0.1, -0.1, 0.1], [0.0, -0.1, -0.1], [0.0, 0.1, 0.0], [0.0, -0.1, 0.0], [0.0, 0.0, 0.0], [0.0, -0.1, 0.0], [0.0, 0.1, 0.0], [0.0, -0.1, 0.0], [0.0, 0.0, 0.0], [0.0, 0.0, 0.0], [0.0, 0.0, 0.0], [0.0, 0.0, 0.0], [0.0, 0.0, 0.0], [0.0, 0.0, 0.1], [0.0, 0.0, 0.0], [0.0, 0.0, 0.0], [0.0, 0.0, 0.0], [0.0, 0.0, 0.0], [0.0, 0.0, 0.0], [0.0, 0.0, 0.1], [0.0, 0.0, 0.0], [-0.2, 0.0, -0.3], [0.1, 0.0, 0.1], [0.1, 0.0, 0.2], [0.0, 0.0, -0.1], [0.0, 0.0, 0.1], [0.1, -0.1, -0.2], [-0.1, 0.1, 0.3], [0.0, 0.1, -0.1], [0.0, 0.0, 0.0], [0.0, 0.0, 0.0], [0.0, 0.0, 0.0], [0.0, 0.0, 0.0], [0.0, 0.0, 0.0], [0.0, 0.0, 0.0], [0.0, 0.0, 0.0], [0.0, 0.0, 0.0]],
  "lowdin_charge": [1.407, -0.449, -0.472, 0.840, -0.463, -0.452, 0.838, -0.475, -0.460, 0.862, 0.104, 0.079, 0.109, 0.085, 0.112, 0.089, 0.065, 0.108, 0.109, 0.075, 0.089, 0.101, 0.060, -0.426, -0.211, 0.141, -0.074, -0.238, 0.031, 0.024, 0.007, -0.129, -0.055, 0.111, 0.109, 0.120, 0.181, 0.150, 0.112, 0.139, 0.141, 0.135, 0.104, -0.034, -0.216, 0.098, -0.451, 0.131, -0.077, 0.075, 0.015, -0.122, -0.135, -0.074, 0.104, 0.141, 0.136, 0.145, 0.152, 0.135, 0.111, 0.132]
}

Number 1: strongest force on any atom 4.53 eV/A, DFT total energy -501.44345 Eh. Number 2: strongest force on any atom 5.93 eV/A, DFT total energy -3884.27915 Eh. Number 3: strongest force on any atom 3.39 eV/A, DFT total energy -533.44265 Eh. Number 4: strongest force on any atom 2.16 eV/A, DFT total energy -363.93904 Eh. Number 5: strongest force on any atom 2.46 eV/A, DFT total energy -2659.37362 Eh. Number 6: strongest force on any atom 0.37 eV/A, DFT total energy -3341.81794 Eh.